Here is a 3-piece molecular cluster, C8H21B2FNO7 overall at a distorted geometry from the OMol25 dataset. Energies are from wB97M-V/def2-TZVPD.

E_HOMO: -0.13791 Eh
Net charge: -1
Energy above the lowest of the compared OMol25 structures with the same formula, charge and spin: 0.00 kJ/mol

Positions of all 40 atoms, in Å:
N 0.61864 -3.30860 -3.25551
B -0.81861 -2.88394 -3.09775
O -1.67655 -3.98564 -2.90488
B -1.45534 -1.27854 -3.09105
F -2.71306 -1.24765 -3.86481
H 1.17821 -2.66506 -2.69984
H 0.87293 -3.04100 -4.20183
H -2.42166 -3.92460 -3.51065
H -0.66842 -0.43174 -3.55923
H -1.70211 -0.96764 -1.90855
C 2.34795 -1.39355 3.10524
C 1.12956 -1.01615 2.29042
O 1.05031 -1.73331 1.05715
C 0.55785 -2.97529 1.12632
O 0.21054 -3.53190 2.13945
O 0.53668 -3.46681 -0.09453
C -0.03671 -4.76993 -0.26096
H 3.25374 -1.28164 2.50797
H 2.42311 -0.73986 3.97546
H 2.27681 -2.42492 3.44824
H 1.17480 0.02715 1.98137
H 0.21470 -1.16727 2.86360
H -1.02509 -4.80721 0.19219
H 0.59794 -5.54050 0.17673
H -0.11584 -4.89538 -1.33528
C 0.18877 6.42547 1.28521
C -1.17207 5.79013 1.09888
O -1.16209 4.80509 0.05810
C -0.65858 3.61172 0.40823
O -0.25096 3.33463 1.51062
O -0.67033 2.82799 -0.64838
C -0.14887 1.50109 -0.42968
H 0.54458 6.84310 0.34288
H 0.12318 7.23138 2.01818
H 0.90785 5.69019 1.64206
H -1.90636 6.52124 0.76475
H -1.52275 5.33057 2.02246
H -0.66834 1.03297 0.40277
H 0.91714 1.56180 -0.21191
H -0.33156 0.94362 -1.34343

Atom charges from the Mulliken analysis, given in e for atoms 1 to 4:
1. N -0.7623
2. B -0.2655
3. O -0.7493
4. B 1.1879

---

Here is a 3-piece molecular cluster, C3H6N2O2 overall at a distorted geometry from the OMol25 dataset. Energies are from wB97M-V/def2-TZVPD.

E_HOMO: -0.25651 Eh
Energy above the lowest of the compared OMol25 structures with the same formula, charge and spin: 865.03 kJ/mol

Positions of all 13 atoms, in Å:
C 0.11904 -0.43312 0.06648
N -1.57293 -1.40557 0.57298
C -0.51116 0.77924 0.08725
C 1.66619 1.02993 -0.37986
O -2.47524 -1.06038 -0.52271
N 2.53937 0.91358 0.50470
O -1.17526 1.70260 0.23194
H -2.61771 -1.90761 -0.95991
H -2.01220 -0.91612 1.35944
H 3.43323 1.37930 0.31270
H 0.71407 -0.73371 0.92200
H 0.14103 -0.95525 -0.87784
H 1.75158 1.60711 -1.31717

Atom charges from the Mulliken analysis, given in e for atoms 1 to 4:
1. C -0.4177
2. N -0.6121
3. C 0.7594
4. C -0.2467

---

Here is a 3-piece molecular cluster, C22H52BBrN3O6P overall at a distorted geometry from the OMol25 dataset. Energies are from wB97M-V/def2-TZVPD.

SMILES: CC(C)=NB(OC[C@@H](C)CC(C)C)P(O)Br.COCCNCCOC.COCCNCCOC
E_HOMO: -0.28474 Eh

Positions of all 86 atoms, in Å:
C -1.05648 -9.97928 -1.29857
C 0.45189 -9.86573 -0.86832
C 0.67184 -9.70885 0.67804
N 1.39755 -9.87248 -1.74223
B 2.12283 -8.59992 -1.87027
O 1.60379 -7.46251 -2.55803
C 0.91170 -6.66344 -1.57592
C 0.53943 -5.23747 -2.07207
C -0.42728 -5.31793 -3.32333
C -0.33580 -4.58361 -0.91091
C 0.50146 -3.73086 0.10112
C -0.53062 -2.92836 0.99044
C 1.40397 -4.61414 1.07181
P 3.93273 -8.46705 -1.12311
O 4.53600 -10.07582 -1.05335
Br 3.78817 -7.77288 1.02708
H -1.17549 -10.40843 -2.31189
H -1.60224 -10.56132 -0.51477
H -1.51877 -8.96022 -1.28124
H -0.01635 -10.39254 1.22544
H 1.72282 -9.90973 0.95765
H 0.35401 -8.66699 0.94641
H 1.49001 -6.66492 -0.61656
H -0.06002 -7.18916 -1.35619
H 1.41771 -4.58059 -2.25098
H -0.62788 -4.25795 -3.61206
H -1.39837 -5.72813 -2.94642
H -0.00726 -5.92501 -4.14908
H -0.90931 -5.39917 -0.39362
H -1.10705 -3.93153 -1.38576
H 1.19779 -3.07158 -0.46216
H -0.04908 -2.49135 1.89076
H -1.33957 -3.64604 1.27816
H -1.00192 -2.16814 0.32814
H 1.34708 -4.11491 2.07228
H 2.46739 -4.56362 0.75038
H 1.04347 -5.66025 1.16946
H 4.60045 -10.29584 -0.11386
C -0.34708 3.45650 1.32446
O -1.54819 3.48377 2.07925
C -2.63878 4.08481 1.38715
C -3.69251 3.04407 1.03374
N -3.21173 2.13617 -0.00463
C -4.06098 0.96363 -0.20983
C -4.20776 -0.02182 0.95519
O -3.01576 -0.72665 1.27009
C -2.13241 -0.03606 2.13857
H 0.45892 3.13824 1.98608
H -0.41660 2.74043 0.49960
H -0.10440 4.44943 0.93630
H -2.30745 4.63408 0.50019
H -3.08604 4.80836 2.07517
H -4.59406 3.55100 0.67709
H -3.94273 2.50284 1.95352
H -2.28440 1.81631 0.24301
H -3.63804 0.41570 -1.05599
H -5.05631 1.29978 -0.51942
H -4.92482 -0.78562 0.64050
H -4.63558 0.44099 1.85077
H -2.65937 0.60842 2.84595
H -1.40920 0.54361 1.56013
H -1.56764 -0.77779 2.70518
C -0.45462 7.64557 1.48230
O 0.40065 7.00825 0.54779
C 0.10250 7.33719 -0.80781
C 1.21036 8.18881 -1.41269
N 1.22485 9.52910 -0.83225
C 2.41188 10.31258 -1.17316
C 3.77020 9.79820 -0.68279
O 3.93321 9.84683 0.72688
C 3.41074 8.72972 1.42637
H -0.26261 7.20912 2.46288
H -0.24939 8.71843 1.53861
H -1.50642 7.48140 1.23058
H -0.87315 7.82258 -0.90553
H 0.05659 6.39184 -1.35657
H 1.05431 8.26769 -2.49251
H 2.15902 7.66776 -1.23890
H 1.17551 9.45103 0.17512
H 2.26167 11.30823 -0.74805
H 2.45014 10.43795 -2.26048
H 4.53235 10.46956 -1.08855
H 4.01067 8.80199 -1.06913
H 3.46993 7.80770 0.84319
H 2.37999 8.91793 1.73572
H 3.99998 8.59920 2.33592

Atom charges from the Mulliken analysis, given in e for atoms 1 to 4:
1. C -1.1304
2. C 0.7774
3. C -0.9081
4. N -0.4802

---

Number 1: Kohn-Sham gap 6.46 eV, LUMO level 2.702 eV. Number 2: Kohn-Sham gap 7.32 eV, LUMO level 0.338 eV. Number 3: Kohn-Sham gap 7.60 eV, LUMO level -0.145 eV.